Record 1
Molecular formula: C33H39BN4O2P2Sn
Method: DFT, wB97M-V/def2-TZVPD

Results
**Strongest force on any atom**: 2.83 eV Å⁻¹
**Net charge**: 0
**2S+1**: 1
**E_LUMO**: -0.91 eV
**Frontier orbital gap**: 7.321 eV

Geometry as XYZ:
```
82
Properties=species:S:1:pos:R:3:forces:R:3:lowdin_charge:R:1
Sn -2.25999 3.62828 2.75135 0.2 -0.2 0.0 1.05
P 0.39451 -0.47918 -4.16122 -1.0 -1.2 -2.4 1.07
P 3.02508 0.26997 -2.48212 2.1 -1.1 0.7 1.05
O -2.60214 2.36299 5.75778 0.4 1.2 -1.1 0.08
O -3.13446 4.63445 5.83988 0.8 -0.7 -0.9 0.09
N -0.67160 -1.86351 -4.35183 -0.3 -0.6 0.7 -0.28
N 3.39924 -1.18020 -1.52305 -0.8 -0.5 0.0 -0.25
N 4.62892 0.96883 -2.30481 0.4 0.9 -0.3 -0.28
N 0.06849 0.12854 -5.81021 0.5 0.9 0.0 -0.26
C -1.25940 -2.05446 4.24397 -0.3 -0.1 0.0 -0.19
C 6.85542 1.35033 -2.49962 -1.1 -0.3 0.1 -0.09
C -4.63040 3.67234 9.05815 0.2 0.1 0.0 -0.09
C 0.19465 -0.20282 3.26075 -0.3 0.3 0.5 -0.10
C -2.14571 -3.46193 -3.72472 0.4 0.7 0.0 -0.10
C 0.39117 -0.42385 -7.05148 -0.2 0.9 -0.3 -0.16
C -3.55690 1.78741 7.94278 0.0 0.0 0.3 0.00
C -2.62203 -1.36002 2.24290 -0.5 0.4 -0.2 -0.11
C 3.06936 -2.75179 0.08215 -0.1 0.7 -0.4 -0.09
C -3.46395 4.03600 7.02004 -0.3 -1.1 0.3 -0.22
C -0.44470 -0.79105 4.27427 0.6 -0.3 0.2 -0.10
C -0.52061 1.62283 -7.41455 0.2 -0.6 0.8 -0.10
C 1.99848 -1.36357 -4.52248 0.0 0.1 0.2 -0.39
C 6.17530 2.61380 -2.51897 -0.7 -0.5 0.0 -0.10
C -2.26071 -0.44572 1.33928 -0.2 0.2 0.1 -0.12
C -4.15151 2.52104 2.70482 0.0 0.3 0.3 -0.35
C 4.05333 -3.23981 -0.83169 -0.1 1.1 -0.6 -0.08
C -0.48843 1.39343 -6.04607 0.4 -0.5 -0.8 -0.15
C 0.03535 0.46593 -8.05535 0.1 -0.3 1.2 -0.09
C -1.79926 -2.44227 2.85472 0.2 -0.2 0.6 -0.20
C -4.31097 2.31768 9.00280 0.2 -0.1 0.0 -0.09
C -4.18242 4.56272 8.06664 -0.2 0.2 0.3 0.00
C 3.21487 -0.49057 -4.16597 -0.1 0.1 -0.1 -0.40
C 4.22782 -2.26568 -1.80799 -0.4 -0.4 0.7 -0.17
C 0.27094 -0.58449 1.81467 0.4 0.3 -0.5 -0.22
C -0.86650 -0.04570 0.93074 0.0 -0.3 -0.2 -0.18
C -3.14780 2.66293 6.96240 -0.8 0.8 0.5 -0.23
C -1.57605 -3.84022 -4.98347 0.6 1.0 0.2 -0.09
C -0.67244 -2.85211 -5.34111 -0.6 -0.3 0.8 -0.14
C -1.58317 -2.25023 -3.35708 0.3 -0.7 -0.9 -0.15
C 2.67368 -1.50511 -0.37291 0.6 -0.4 -0.4 -0.15
C 4.82105 2.35966 -2.39538 0.8 -0.8 -0.1 -0.16
C 5.89172 0.36497 -2.36665 0.0 0.9 -0.2 -0.13
B -2.60294 3.59836 5.01268 -0.2 -0.2 1.4 -0.62
H 0.40531 -1.65625 1.62919 0.1 0.3 0.2 0.10
H -2.88140 -4.01942 -3.16539 0.0 0.1 0.0 0.09
H -0.31068 -0.38694 5.28192 -0.1 0.2 -0.3 0.10
H 3.31137 0.35029 -4.87315 0.0 -0.2 0.2 0.09
H -0.03039 -2.79011 -6.20261 -0.2 -0.1 0.1 0.08
H -2.10673 -1.90917 4.93195 0.1 0.0 -0.2 0.11
H 4.14018 -1.07789 -4.23084 -0.2 0.3 0.0 0.07
H 6.00338 -0.70344 -2.29817 0.0 0.2 0.0 0.08
H -4.64648 1.64466 9.79362 0.0 0.2 -0.2 0.10
H 0.86568 -1.38791 -7.13878 -0.1 0.2 -0.1 0.08
H -5.24074 4.05335 9.87828 0.2 -0.1 -0.2 0.10
H -1.79924 -4.72317 -5.56420 0.0 0.1 0.1 0.09
H -0.89120 2.50676 -7.90948 0.0 0.0 0.1 0.09
H -2.45995 -3.30973 3.00539 0.3 0.1 -0.2 0.11
H 2.70507 -3.25693 0.96947 0.0 0.1 -0.2 0.09
H 1.94060 -0.80187 -0.01339 0.2 -0.2 0.0 0.05
H -4.83591 3.18327 2.16223 -0.1 -0.3 -0.1 -0.01
H 1.18255 -0.08024 1.46355 -0.2 -0.3 0.0 0.09
H 1.98883 -2.28188 -3.91278 0.0 0.3 -0.1 0.09
H -3.64186 -1.33867 2.64981 0.1 0.0 -0.6 0.11
H -0.79279 2.00307 -5.20783 0.0 0.0 -0.1 0.09
H 4.56906 -4.18636 -0.78517 0.0 0.1 0.0 0.09
H -4.42501 5.62655 8.10635 0.0 -0.4 -0.1 0.12
H -1.72029 -1.61629 -2.49342 -0.1 -0.1 0.0 0.09
H -0.71536 -2.92002 4.65955 0.1 0.4 -0.1 0.12
H 6.63800 3.58436 -2.61644 -0.1 0.0 0.1 0.09
H -4.02944 1.56375 2.18421 -0.2 0.3 0.2 -0.04
H -3.33025 0.72402 7.87076 -0.1 0.3 0.0 0.12
H 3.96179 3.01234 -2.36140 0.1 0.0 0.0 0.09
H -3.04194 0.14982 0.84916 0.2 -0.1 0.5 0.09
H -4.51934 2.39362 3.73413 0.0 -0.2 -0.6 -0.01
H 4.87117 -2.26679 -2.67447 -0.1 -0.1 0.1 0.09
H -0.80395 1.05923 0.91350 -0.2 -0.3 0.0 0.09
H 0.74018 0.72610 3.46299 -0.2 -0.3 0.2 0.11
H 0.16458 0.30054 -9.11500 0.0 0.0 0.1 0.09
H -0.68365 -0.36673 -0.10877 0.0 0.1 0.1 0.10
H 7.92039 1.18265 -2.57429 -0.1 0.0 0.1 0.09
H -0.97845 -2.74358 2.20273 -0.3 -0.1 0.1 0.10
H 2.04165 -1.66917 -5.57721 0.0 0.1 0.4 0.06
```
Forces are in eV/Å.

=====

Record 2
Molecular formula: C5H11BrN2
Method: DFT, wB97M-V/def2-TZVPD

Results
**Strongest force on any atom**: 4.24 eV Å⁻¹
**Net charge**: 0
**2S+1**: 1
**SMILES string**: CC(C)/C=N/N(C)Br
**E_LUMO**: 0.24 eV
**Frontier orbital gap**: 9.376 eV

Geometry as XYZ:
```
19
Properties=species:S:1:pos:R:3:forces:R:3:nbo_charge:R:1
Br 3.21004 0.52720 -0.34181 -0.2 -0.9 0.2 0.10
N 0.59000 -0.75979 0.30753 3.9 -1.7 0.0 -0.23
N 2.27091 -0.95356 0.49997 -3.2 1.5 -0.4 -0.34
C 2.64795 -2.25526 -0.06401 2.7 0.2 1.9 -0.45
C -1.17549 0.72073 0.41623 -3.6 1.9 0.4 -0.28
C 0.20362 0.41105 0.13611 2.9 1.7 1.1 0.06
C -1.57779 2.16175 -0.10454 1.0 0.0 2.2 -0.59
C -2.14736 -0.28513 -0.19779 0.2 -2.0 0.6 -0.61
H 3.61898 -2.09058 -0.63137 -1.2 -0.7 0.8 0.22
H -1.26833 0.86210 1.51615 0.2 -0.7 -0.4 0.23
H 0.94833 1.29961 0.11835 -1.1 -1.4 -0.3 0.19
H -1.94160 -1.40867 -0.08075 0.4 1.8 -0.2 0.23
H 2.78953 -2.97904 0.84097 0.0 1.3 -1.6 0.21
H -1.83290 2.16243 -1.11980 -0.7 0.0 -1.5 0.20
H -0.66723 2.72225 -0.01702 0.7 0.6 -0.2 0.20
H -3.17846 -0.24400 0.09181 -0.5 0.7 0.7 0.22
H -2.26080 2.79241 0.52631 0.1 -1.3 -0.6 0.22
H -2.16121 0.00254 -1.22189 0.0 -0.4 -1.2 0.20
H 1.93179 -2.68604 -0.67446 -1.5 -0.6 -1.4 0.21
```
Forces are in eV/Å.

=====

Record 3
Molecular formula: C9H9O3S
Method: DFT, wB97M-V/def2-TZVPD

Results
**Strongest force on any atom**: 3.46 eV Å⁻¹
**Net charge**: -1
**2S+1**: 1
**SMILES string**: CC=[S@H](=O)c1cccc(C(=O)[O-])c1
**E_LUMO**: 2.88 eV
**Frontier orbital gap**: 7.662 eV

Geometry as XYZ:
```
22
Properties=species:S:1:pos:R:3:forces:R:3:nbo_charge:R:1
S 1.01935 0.22404 -0.49488 -0.5 -0.5 -1.5 1.46
O -4.22522 -1.96803 0.47662 -0.5 0.7 -0.8 -0.74
O -5.08166 -0.77070 -1.29897 0.3 -0.4 0.7 -0.75
O 1.71844 1.48840 -0.27790 -0.5 0.7 0.3 -0.97
C -4.32216 -1.01649 -0.33860 0.7 0.4 -0.2 0.76
C -0.98984 1.57826 0.89082 -1.2 -1.8 -0.8 -0.28
C -3.34867 0.98871 0.95803 -0.5 0.7 1.2 -0.21
C -3.16547 0.04474 -0.06982 -1.3 -0.8 1.6 -0.05
C 2.28174 -1.01287 -0.11197 -2.4 0.9 -1.4 -0.64
C -1.88404 -0.23303 -0.53236 -0.8 0.5 -1.1 -0.28
C -2.28681 1.75244 1.39951 1.6 0.8 0.2 -0.21
C 2.79240 -0.84069 1.26492 -2.3 1.9 1.8 -0.66
C -0.84708 0.53991 -0.01487 2.0 -0.3 -0.4 -0.18
H -4.27793 1.19738 1.57910 0.8 -0.8 -1.5 0.22
H 1.84141 -1.95238 -0.32037 -0.4 -1.2 -0.4 0.18
H 2.20890 0.05532 1.76078 0.9 -1.9 -0.3 0.21
H 2.87985 -1.70871 1.93802 -0.4 0.3 -0.4 0.21
H 0.56793 0.13369 -1.86740 1.2 -0.7 1.4 0.05
H -0.09056 2.10491 1.07947 0.4 0.8 0.8 0.24
H 3.70221 -0.37284 1.16563 2.6 0.7 0.1 0.21
H -2.32525 2.49098 2.20314 -0.7 -0.1 -0.2 0.20
H -1.96165 -0.90075 -1.42820 1.2 0.2 1.0 0.24
```
Forces are in eV/Å.

=====

Record 4
Molecular formula: C3H9ClN3
Method: DFT, wB97M-V/def2-TZVPD

Results
**Strongest force on any atom**: 4.05 eV Å⁻¹
**Net charge**: +1
**2S+1**: 1
**E_LUMO (alpha / beta)**: -7.13 / -7.12 eV
**Frontier orbital gap (alpha / beta)**: 6.998 / 7.005 eV

Geometry as XYZ:
```
16
Properties=species:S:1:pos:R:3:forces:R:3:nbo_charge:R:1
Cl -3.38797 1.12423 -0.11213 -0.1 0.4 -0.1 0.44
N -2.63183 -0.07821 0.61593 1.9 -0.7 -0.9 -0.40
N 0.06043 -1.97033 -0.10927 3.4 -2.1 -0.5 -0.74
N -0.26623 0.27682 0.01300 -3.6 0.2 0.7 -0.33
C 1.93138 -0.49667 -0.35800 1.1 1.7 1.2 -0.68
C 0.50066 -0.71836 -0.11300 0.3 0.0 -1.1 0.49
C -0.21140 1.67250 0.05703 -1.0 1.5 1.3 -0.44
H 0.71727 2.04999 -0.42759 -0.9 0.2 0.0 0.25
H 2.46332 -0.77711 0.54048 0.2 0.4 0.7 0.27
H -1.24584 2.15610 -0.41243 2.7 -1.1 0.8 0.23
H 2.19775 0.55243 -0.62771 -0.3 -1.0 0.3 0.25
H -0.87692 -2.16119 -0.24220 -2.2 -0.3 -0.1 0.42
H -2.17616 0.29033 1.44302 0.0 0.3 0.6 0.37
H -0.19453 1.97821 1.18485 0.0 -0.2 -2.0 0.22
H 0.74047 -2.73434 -0.43367 -1.6 1.8 0.8 0.42
H 2.37961 -1.16441 -1.01831 0.2 -1.1 -1.8 0.25
```
Forces are in eV/Å.

=====

Record 5
Molecular formula: C6H29N2O6
Method: DFT, wB97M-V/def2-TZVPD

Results
**Strongest force on any atom**: 3.74 eV Å⁻¹
**Net charge**: +1
**2S+1**: 1
**E_LUMO**: -2.29 eV
**Frontier orbital gap**: 10.126 eV

Geometry as XYZ:
```
43
Properties=species:S:1:pos:R:3:forces:R:3:nbo_charge:R:1
O -1.28248 -0.18871 -1.69118 1.3 -0.2 -0.7 -1.05
O 0.82512 0.72390 -3.59600 0.2 0.5 3.0 -0.99
O -0.12531 -3.40006 -1.27508 1.2 -1.1 3.4 -0.96
O -1.87194 3.38105 0.51246 -0.3 -0.9 -1.0 -0.98
O -0.13427 4.30546 -1.81517 -0.3 0.3 1.1 -0.96
O -3.39846 1.26122 -0.64265 0.3 0.8 0.3 -1.02
N -1.62735 -1.32036 0.72661 -0.2 -1.1 -0.2 -0.69
N 2.69832 0.44835 -1.26108 -3.1 0.9 0.6 -0.86
C -1.32039 -1.40651 3.20604 -0.7 -0.3 0.9 -0.65
C 2.52231 -1.07672 0.87495 -0.1 0.7 -0.7 -0.42
C 2.27945 -0.80628 -0.61543 0.9 -0.4 -0.7 -0.23
C 1.70000 -0.34134 1.96116 0.7 -0.4 0.7 -0.42
C 0.22156 -0.09001 1.65484 0.3 0.9 0.0 -0.44
C -0.64153 -1.32160 1.87025 -0.3 0.9 -0.2 -0.04
H 1.65177 0.57115 -3.06335 -0.7 0.2 -0.3 0.51
H 2.90103 -1.56410 -1.12167 -0.5 0.0 0.0 0.20
H -0.25092 -3.36718 -2.17369 -0.8 0.5 -3.5 0.48
H 3.63268 0.70948 -1.21735 2.2 -0.1 0.3 0.37
H -1.54604 3.85971 1.25041 0.2 0.7 1.2 0.49
H 1.24232 -0.98111 -0.90182 0.0 0.0 0.0 0.19
H -2.21093 -0.47105 0.55389 1.0 -0.3 0.0 0.47
H -0.17383 3.76762 -2.58388 -0.1 -0.9 -1.1 0.48
H -0.15733 0.80815 2.15934 0.0 -0.4 0.6 0.23
H -4.32078 1.26819 -0.95493 0.7 0.4 0.2 0.50
H 2.20739 1.25199 -0.83333 0.2 -0.6 -0.4 0.36
H -0.59863 -1.06984 3.94071 0.0 0.0 0.3 0.24
H -1.20724 -1.70628 -0.13196 0.5 1.2 -0.4 0.49
H 0.59217 4.89889 -1.98229 0.3 0.4 0.1 0.49
H 1.78620 -1.06741 2.78603 -0.4 0.4 0.2 0.21
H -2.26815 -2.06396 0.85886 -1.4 -0.9 0.8 0.42
H 3.57753 -0.86861 1.00429 0.3 -0.1 0.5 0.22
H -2.21764 -0.81177 3.32304 0.0 0.9 -0.3 0.23
H -3.07781 2.18409 -0.39793 -0.9 -1.3 -0.1 0.53
H 0.05811 0.22072 0.63182 0.5 -0.1 -0.6 0.23
H -0.61301 0.11781 -2.37537 -1.3 -0.1 0.8 0.52
H -1.99296 0.44758 -1.51092 0.2 0.3 -0.5 0.51
H 1.01367 0.46322 -4.45851 0.5 -0.7 -2.3 0.48
H -1.23857 3.58787 -0.18118 0.2 0.2 -0.5 0.50
H 0.46577 -4.18304 -1.19458 -0.6 0.8 0.3 0.49
H -0.00409 -2.18191 1.76423 0.0 -0.5 -0.5 0.22
H 2.40757 -2.15938 0.96867 -0.1 0.0 0.2 0.20
H 2.22440 0.54314 2.38828 -0.5 -0.3 -0.8 0.23
H -1.72773 -2.37236 3.54345 0.7 -0.2 -0.5 0.23
```
Forces are in eV/Å.

=====

Record 6
Molecular formula: C10H16OS
Method: DFT, wB97M-V/def2-TZVPD

Results
**Strongest force on any atom**: 1.18 eV Å⁻¹
**Net charge**: +1
**<S²>**: 0.75
**2S+1**: 2
**E_LUMO (alpha / beta)**: -3.14 / -8.35 eV
**Frontier orbital gap (alpha / beta)**: 7.968 / 2.755 eV

Geometry as XYZ:
```
28
Properties=species:S:1:pos:R:3:forces:R:3:nbo_charge:R:1
S -1.62976 -3.15400 1.91035 0.0 -0.1 0.4 0.89
O -1.79173 3.38624 -1.94564 0.0 0.8 -0.1 -0.67
C 0.20061 3.09579 -0.73723 0.5 0.0 -0.3 -0.25
C -0.04263 -3.92895 1.61873 -0.8 0.1 0.1 -0.80
C 1.11099 0.88040 -0.31238 -0.5 0.4 -0.5 -0.06
C 3.49912 0.10937 -0.41784 0.2 0.7 -0.1 -0.61
C -0.90691 1.17037 -1.68324 0.3 0.6 0.4 -0.30
C 0.05662 0.38462 -1.07995 0.6 -0.9 0.0 -0.21
C 1.19800 2.26898 -0.24241 0.1 0.0 1.0 -0.18
C -0.86137 2.54660 -1.43069 -0.5 -0.7 -0.5 0.32
C -1.46148 -1.50998 1.23930 0.1 -0.9 -0.4 -0.81
C 2.14841 -0.05085 0.26538 -0.2 0.4 -0.2 -0.41
H 3.41248 0.21222 -1.49166 -0.3 -0.3 -0.3 0.22
H -0.75734 -1.61936 0.42409 0.1 0.2 -0.3 0.27
H 0.32392 -4.40886 2.51239 -0.2 -0.3 0.4 0.29
H 0.30638 4.17170 -0.70199 -0.2 0.0 0.2 0.24
H 2.01796 2.70850 0.32074 0.0 0.1 -0.2 0.22
H 0.62972 -3.16344 1.33664 0.8 0.6 -0.5 0.26
H 0.11702 -0.69001 -1.26332 -0.4 0.1 -0.3 0.18
H -1.03536 -0.79039 1.93540 -0.2 0.0 0.3 0.31
H 2.22180 0.11160 1.34375 0.2 0.0 0.0 0.21
H -1.60151 0.77204 -2.40863 -0.2 -0.1 0.2 0.22
H 4.14080 -0.72040 -0.21741 0.5 -0.6 0.2 0.21
H -0.20917 -4.66740 0.83153 0.1 0.0 0.0 0.29
H 4.04148 1.01575 -0.13860 -0.2 0.0 0.4 0.22
H 1.79934 -1.07852 0.12494 0.0 -0.1 0.0 0.17
H -2.45207 -1.27459 0.85560 0.0 0.4 0.2 0.28
H -2.68179 3.02939 -2.01264 0.2 -0.4 0.0 0.49
```
Forces are in eV/Å.

=====

> The highest 2S+1 belongs to which entry?

C10H16OS